1) DFT (ωB97M-V with the def2-TZVPD basis set) results for a gas-phase ion, C3H9N2O2 (charge +1).

```
16
Properties=species:S:1:pos:R:3
C 0.520 -1.236 -0.741
N 0.260 0.044 -0.053
C 0.982 0.125 1.258
O 0.654 1.132 -0.914
C -1.259 0.105 0.252
N -1.899 0.932 -0.585
O -1.643 -0.449 1.307
H 1.608 -1.406 -0.781
H -0.002 -2.001 -0.250
H 0.313 -1.100 -1.712
H 1.971 0.610 1.050
H 0.341 0.724 2.003
H 1.168 -0.872 1.637
H 1.570 1.326 -0.639
H -1.696 1.100 -1.498
H -2.888 0.966 -0.334
```

Summary:
charge = +1
HOMO = -0.5757 hartree
frontier orbital gap = 12.352 eV
SMILES = C[N+](C)(O)C(N)=O

Here are the Löwdin charges for atoms 1 to 8, given in e: C 0.061; N -0.264; C 0.053; O 0.071; C -0.412; N 0.262; O 0.116; H 0.139

---

2) DFT (ωB97M-V with the def2-TZVPD basis set) results for 3 unconnected molecules or ions with the total composition C3H9N2O2.

```
16
Properties=species:S:1:pos:R:3
C 0.695 -0.780 0.489
C 1.059 -0.268 1.685
N -0.049 0.375 2.202
C -1.093 0.134 1.417
N -0.631 -0.440 0.327
H 1.294 -1.284 -0.238
H 2.022 -0.068 2.105
H -0.104 0.733 3.145
H -2.087 0.526 1.551
H -1.056 -0.815 -0.508
H 0.845 -2.021 -2.776
H 1.279 -0.622 -2.946
O 0.717 -1.155 -2.362
H -1.292 1.933 -2.701
H 0.069 2.344 -2.249
O -0.667 1.781 -1.981
```

Summary:
charge = +1
HOMO = -0.5250 hartree
frontier orbital gap = 11.404 eV

Here are the Löwdin charges for atoms 1 to 8, given in e: C -0.032; C -0.020; N 0.115; C -0.048; N 0.129; H 0.113; H 0.133; H 0.182

---

3) DFT (ωB97M-V with the def2-TZVPD basis set) results for 2 unconnected molecules or ions with the total composition C3H9N2O2.

```
16
Properties=species:S:1:pos:R:3
N -2.936 0.987 -0.472
C -1.703 0.753 -1.051
O -0.685 1.443 -0.447
O -1.460 0.015 -1.958
H -2.904 0.963 0.539
H -3.641 0.350 -0.821
H -1.023 2.222 0.023
C 2.627 -0.553 0.762
C 0.451 -1.261 0.085
N 1.202 -0.339 0.532
H 2.897 -0.333 1.792
H 3.241 0.032 0.078
H 2.832 -1.602 0.555
H 0.865 -2.197 -0.267
H -0.604 -1.078 -0.018
H 0.840 0.599 0.667
```

Summary:
charge = +1
HOMO = -0.5337 hartree
frontier orbital gap = 9.664 eV

Here are the Löwdin charges for atoms 1 to 8, given in e: N 0.177; C -0.655; O 0.059; O 0.122; H 0.111; H 0.124; H 0.135; C 0.006

---

Short version: 2), 3), 1), most stable first.

---

1) DFT (ωB97M-V with the def2-TZVPD basis set) results for 2 unconnected molecules or ions with the total composition ClH2O2PS.

```
7
Properties=species:S:1:pos:R:3
O 2.604 0.945 1.045
P 3.359 0.087 0.206
O 2.535 -1.118 -0.507
S 5.155 0.015 -0.470
H 1.659 -1.298 -0.219
Cl -1.431 -0.983 0.256
H -1.062 -1.895 0.918
```

Summary:
charge = 0
HOMO = -0.3720 hartree
frontier orbital gap = 9.907 eV
SMILES = O=P(O)=S.Cl

Löwdin atomic charges, in units of e: O -0.314; P 0.175; O -0.226; S 0.309; H 0.022; Cl 0.374; H -0.340

---

2) DFT (ωB97M-V with the def2-TZVPD basis set) results for 2 unconnected molecules or ions with the total composition ClH2O2PS.

```
7
Properties=species:S:1:pos:R:3
O -1.439 0.285 0.920
O -1.228 -0.117 -1.524
P -0.833 -0.815 -0.093
S 2.218 0.718 -0.090
Cl 3.333 -0.047 1.408
H -0.838 0.605 1.622
H -1.213 -0.630 -2.243
```

Summary:
charge = 0
HOMO (alpha / beta) = -0.3184 / -0.2835 hartree
frontier orbital gap (alpha / beta) = 7.752 / 5.603 eV

Löwdin atomic charges, in units of e: O -0.348; O -0.281; P 0.853; S -0.130; Cl -0.127; H 0.065; H -0.032

---

Short version: 1), 2), most stable first.

---

1) DFT (ωB97M-V with the def2-TZVPD basis set) results for 2 unconnected molecules or ions with the total composition C6H12N2O2.

```
22
Properties=species:S:1:pos:R:3
O 3.902 0.207 -0.199
N 2.696 0.030 -0.131
N 1.994 -0.064 0.938
O 2.922 0.189 1.953
H 2.107 -0.205 -0.972
H 2.521 -0.122 2.758
C -0.747 -0.725 -1.620
C -0.456 0.642 -1.560
C -0.551 1.409 -0.328
C -1.575 0.739 0.626
C -1.166 -0.722 0.891
C -1.388 -1.444 -0.458
H -0.607 -1.333 -2.518
H 0.061 1.160 -2.343
H -0.922 2.464 -0.520
H 0.532 1.606 0.049
H -2.557 0.792 0.079
H -1.499 1.224 1.612
H -1.813 -1.121 1.626
H -0.134 -0.676 1.091
H -0.882 -2.489 -0.482
H -2.439 -1.562 -0.490
```

Summary:
charge = 0
HOMO = -0.3345 hartree
frontier orbital gap = 9.864 eV
SMILES = [O-]/[NH+]=N\O.C1=CCCCC1

Here are the Löwdin charges for atoms 1 to 8, given in e: O -0.010; N -0.208; N 0.019; O -0.011; H 0.176; H 0.090; C -0.083; C -0.139

---

2) DFT (ωB97M-V with the def2-TZVPD basis set) results for a molecular structure, C6H12N2O2.

```
22
Properties=species:S:1:pos:R:3
C -0.342 -0.490 -2.500
N -0.434 -0.234 -1.079
C -1.347 0.825 -0.606
C -0.299 1.245 0.442
C -0.463 0.629 1.833
N 0.697 -0.203 2.125
C 1.529 -0.509 0.452
O 2.745 -0.558 0.465
C 0.702 0.425 -0.414
H 0.400 -1.280 -2.684
H -1.317 -0.835 -2.869
H -0.047 0.412 -3.067
H -1.517 1.604 -1.368
H -2.316 0.461 -0.234
H -0.080 2.316 0.511
H -0.605 1.434 2.570
H -1.346 -0.027 1.865
H 1.132 -0.092 3.033
H 1.336 1.029 -1.081
H 0.449 -1.632 1.903
O 0.915 -2.289 0.685
H 0.207 -2.232 0.018
```

Summary:
charge = 0
HOMO = -0.3346 hartree
frontier orbital gap = 9.889 eV

Here are the Löwdin charges for atoms 1 to 8, given in e: C -0.081; N -0.174; C -0.125; C -0.196; C -0.208; N -0.025; C -0.299; O 0.053

---

Short version: 2), 1), most stable first.

---

1) DFT (ωB97M-V with the def2-TZVPD basis set) results for 4 unconnected molecules or ions with the total composition C4H17NO3.

```
25
Properties=species:S:1:pos:R:3
C 0.119 -1.529 -0.230
C -0.185 -0.488 -1.300
C -0.985 -1.044 -2.370
C -0.753 0.883 -0.630
N 0.325 1.887 -0.734
H 1.162 -1.617 -0.056
H -0.179 -2.608 -0.442
H -0.551 -1.139 0.679
H 0.833 -0.098 -1.730
H -1.898 -1.423 -1.949
H -1.236 -0.207 -3.098
H -0.571 -1.809 -3.008
H -1.051 0.632 0.483
H -1.741 0.976 -1.130
H 0.173 2.696 -1.285
H 1.126 1.443 -1.012
O 0.698 -0.242 2.387
H 1.340 -0.030 3.090
H 1.049 0.277 1.646
O -1.926 -0.203 3.313
H -1.037 -0.598 3.088
H -1.913 0.538 2.686
O 2.524 1.071 0.916
H 1.954 1.849 0.681
H 2.723 0.783 0.005
```

Summary:
charge = 0
HOMO = -0.3650 hartree
frontier orbital gap = 10.409 eV
SMILES = CC(C)CN.O.O.O

Here are the Löwdin charges for atoms 1 to 8, given in e: C -0.083; C -0.453; C -0.124; C -0.184; N 0.003; H 0.051; H 0.098; H 0.097

---

2) DFT (ωB97M-V with the def2-TZVPD basis set) results for 4 unconnected molecules or ions with the total composition C4H17NO3.

```
25
Properties=species:S:1:pos:R:3
C -2.751 1.331 2.016
C -1.729 0.180 2.110
C -0.235 0.470 2.591
N 0.703 -0.811 2.372
C 2.190 -0.562 2.394
H -2.241 2.155 1.437
H -3.527 1.029 1.268
H -3.068 1.690 2.996
H -1.981 -0.752 2.738
H -1.705 -0.272 1.073
H 0.229 1.261 2.029
H -0.094 0.802 3.639
H 0.549 -1.513 3.049
H 2.369 -0.091 1.421
H 2.573 0.065 3.245
H 2.719 -1.480 2.443
O 1.204 -0.583 -1.797
H 0.566 -1.200 -1.284
H 1.430 0.209 -1.228
O 4.018 1.623 -4.641
H 3.365 1.647 -3.922
H 4.427 0.647 -4.582
O -3.241 -1.688 -6.524
H -2.388 -1.684 -6.893
H -3.382 -2.473 -5.952
```

Summary:
charge = 0
HOMO = -0.3325 hartree
frontier orbital gap = 9.600 eV
SMILES = CCCNC.O.O.O

Here are the Löwdin charges for atoms 1 to 8, given in e: C -0.126; C -0.271; C -0.184; N -0.126; C -0.140; H 0.081; H 0.077; H 0.063

---

Short version: 1), 2), most stable first.